11
Properties=species:S:1:pos:R:3 method="wB97M-V/def2-TZVPD" lumo_ev=3.90 charge=-1 homo_energy_ev=-4.336 orbital_gap_ev=8.23 smiles="CN1O[C@H]1C(=O)[O-]"
C -2.53 -2.11 -0.49
C -1.74 -0.83 0.00
C 0.46 0.40 -0.43
N -0.79 -0.18 -0.83
O -2.06 -3.15 0.02
O -3.53 -1.99 -1.21
O -1.97 0.54 -0.39
H -1.52 -0.98 1.05
H 0.86 1.15 -1.17
H 0.44 1.02 0.66
H 1.01 -0.48 -0.35